Entry 1:
The following is a quantum chemistry calculation of 3 unconnected molecules or ions with the total composition C16H40BFN2O8S, from OMol25.

Output
2S+1: 1
SMILES: CC(C)[C@@H](C)CON(B(O)N(C)C)S(=O)(=O)F.COCCOC.COCCOC
HOMO-LUMO gap: 9.51 eV

Each line ends with the Mulliken charge.
CARTESIAN COORDINATES (ANGSTROEM)
C 5.2016 -2.4029 -0.2470  -1.57
C 4.0825 -2.3214 -1.3003  1.25
C 4.6287 -2.9464 -2.5961  -1.86
C 3.6783 -0.8559 -1.4750  0.55
C 3.0102 -0.5404 -2.8290  -2.00
C 2.7615 -0.3570 -0.3482  -1.00
O 1.9676 -1.4092 0.2110  -0.27
N 0.5914 -1.1693 0.0033  0.56
B -0.0295 -2.4662 -0.4819  -0.11
O 0.6808 -3.6304 -0.2913  -0.58
N -1.2868 -2.5410 -1.1569  0.19
C -2.3446 -3.1617 -0.3444  -1.14
C -1.7173 -1.2725 -1.7879  -1.11
S -0.0209 -0.8353 1.5585  1.15
O -1.4295 -0.8822 1.5729  -0.63
O 0.6272 -1.6568 2.4888  -0.59
F 0.4555 0.6052 1.8262  -0.23
H 5.9255 -1.6070 -0.4020  0.36
H 4.7610 -2.2640 0.7403  0.34
H 5.6856 -3.3746 -0.2730  0.43
H 3.2685 -2.9631 -0.9733  -0.12
H 5.5381 -2.4345 -2.9005  0.35
H 3.8694 -2.9149 -3.3720  0.43
H 4.8071 -3.9995 -2.4018  0.49
H 4.5917 -0.2638 -1.4360  0.43
H 3.7373 -0.7122 -3.6149  0.49
H 2.1352 -1.1685 -2.9922  0.30
H 2.7157 0.5051 -2.8386  0.52
H 2.1601 0.4948 -0.6462  0.52
H 3.4039 0.0043 0.4580  0.36
H 0.8858 -3.9481 -1.1863  0.31
H -2.9041 -2.4408 0.2455  0.32
H -3.0279 -3.7376 -0.9677  0.34
H -1.8759 -3.8775 0.3262  0.42
H -2.7965 -1.3040 -1.9156  0.44
H -1.4529 -0.3794 -1.2327  0.41
H -1.3206 -1.2505 -2.7993  0.24
C 0.5999 1.8278 4.6551  -0.75
O 0.5509 1.7075 6.0645  -0.41
C -0.5701 2.3627 6.6368  -0.50
C -1.6442 1.3704 7.0216  -0.49
O -2.2387 0.7852 5.8731  -0.38
C -1.7861 -0.5351 5.6196  -0.62
H 1.3931 1.1761 4.2930  0.28
H -0.3430 1.5222 4.1960  0.32
H 0.8328 2.8592 4.3661  0.38
H -0.9742 3.1167 5.9550  0.31
H -0.2184 2.8746 7.5388  0.39
H -2.4376 1.8990 7.5607  0.38
H -1.2363 0.6035 7.6864  0.31
H -2.1653 -1.2221 6.3839  0.33
H -0.6951 -0.5875 5.5903  0.33
H -2.1773 -0.8403 4.6504  0.14
C -2.7780 4.6763 -4.7076  -0.66
O -3.7968 3.6936 -4.7573  -0.37
C -3.3070 2.4005 -5.0779  -0.73
C -3.2366 1.5164 -3.8533  -0.38
O -2.2308 1.9552 -2.9511  -0.27
C -2.7625 2.6376 -1.8280  -0.84
H -3.2184 5.5908 -4.3140  0.24
H -1.9566 4.3708 -4.0544  0.26
H -2.3916 4.8780 -5.7124  0.33
H -2.3281 2.4627 -5.5618  0.36
H -4.0104 1.9584 -5.7909  0.39
H -2.9658 0.5026 -4.1676  0.32
H -4.2106 1.4678 -3.3580  0.39
H -3.2984 1.9403 -1.1748  0.33
H -3.4342 3.4446 -2.1300  0.40
H -1.9283 3.0636 -1.2725  0.23

Forces on atoms 1 to 6 (eV/Å):
-0.88 0.03 0.27
1.29 -0.32 -0.29
-0.74 0.17 0.49
-1.25 0.09 -0.65
0.50 -0.27 0.52
1.23 0.06 0.62

***

Entry 2:
The following is a quantum chemistry calculation of 5 unconnected molecules or ions with the total composition C16H40Cl4O11P2, from OMol25.

Output
2S+1: 1
SMILES: COP(=O)(OC)OC.COP(=O)(OC)OC.COCCOCCOC.ClCCCl.ClCCCl
HOMO-LUMO gap: 10.03 eV
ΔE to the lowest compared entry with this formula, charge and spin: 3.605 eV

Each line ends with the Mulliken charge.
CARTESIAN COORDINATES (ANGSTROEM)
C 9.8288 2.6303 1.2253  -0.70
O 8.7486 1.7930 0.8476  -0.26
P 8.5418 1.4003 -0.6909  1.06
O 8.8172 2.4766 -1.6231  -0.68
O 9.4615 0.0340 -0.9052  -0.30
C 9.6829 -0.4921 -2.1973  -0.74
O 6.9318 0.9921 -0.7787  -0.31
C 6.4783 0.1090 0.2525  -0.62
H 10.5346 2.0621 1.8312  0.27
H 9.4123 3.3665 1.9127  0.25
H 10.3554 3.1337 0.4145  0.33
H 10.7450 -0.3843 -2.4172  0.29
H 9.2689 0.2226 -2.9085  0.33
H 9.2374 -1.4532 -2.4538  0.28
H 6.7962 -0.9329 0.2160  0.26
H 5.3923 0.1459 0.1668  0.25
H 6.6934 0.5312 1.2342  0.30
C 0.1164 -2.9772 -0.1612  -0.68
O -0.0057 -2.9048 1.2869  -0.30
P -1.2426 -3.7595 2.0387  1.10
O -1.9464 -4.8666 1.3716  -0.67
O -2.2852 -2.6072 2.5854  -0.34
C -3.2074 -2.1026 1.5636  -0.66
O -0.5051 -4.2165 3.3880  -0.36
C -0.2264 -3.3336 4.4945  -0.68
H -0.6611 -3.5218 -0.6970  0.32
H 1.1483 -3.2146 -0.4201  0.28
H 0.1502 -1.9552 -0.5387  0.27
H -3.1322 -2.6682 0.6349  0.30
H -3.0137 -1.0465 1.3759  0.27
H -4.2434 -2.1531 1.8987  0.26
H -0.9078 -3.5861 5.3069  0.28
H -0.1336 -2.2556 4.3624  0.31
H 0.7829 -3.6439 4.7649  0.29
C -3.4818 3.9012 5.6955  -0.73
O -2.8687 4.1939 4.4421  -0.36
C -3.5391 5.2147 3.6321  -0.73
C -4.7860 4.7492 2.9731  -0.13
O -5.2050 5.7778 2.0297  -0.37
C -6.4403 5.6840 1.4952  -0.36
C -6.6590 4.3547 0.7547  -0.69
O -5.6591 4.2049 -0.2775  -0.27
C -6.2166 4.1317 -1.5316  -0.77
H -2.7468 3.2767 6.2033  0.28
H -4.4007 3.3150 5.7063  0.28
H -3.5432 4.7672 6.3545  0.32
H -2.7694 5.3234 2.8680  0.25
H -3.4600 6.2094 4.0708  0.43
H -5.5310 4.5428 3.7415  0.31
H -4.5391 3.8335 2.4357  0.25
H -6.7227 6.4264 0.7487  0.28
H -7.0864 5.8371 2.3596  0.38
H -7.7198 4.1691 0.5861  0.44
H -6.5171 3.5022 1.4190  0.36
H -6.8414 5.0071 -1.7090  0.33
H -6.7169 3.2211 -1.8609  0.29
H -5.2713 4.1107 -2.0738  0.23
Cl 0.1570 1.0049 -6.0684  -0.17
C -1.1448 1.4522 -7.2224  -0.33
C -2.4510 0.9113 -6.5428  -0.53
Cl -2.4633 -0.9256 -6.3064  -0.18
H -1.0796 0.9962 -8.2103  0.30
H -1.1250 2.5418 -7.2452  0.28
H -3.2896 1.1649 -7.1914  0.32
H -2.7121 1.2058 -5.5263  0.33
Cl -0.8161 -11.3289 -2.4857  -0.19
C -0.0591 -9.6134 -2.5949  -0.44
C 1.4231 -9.8288 -3.0658  -0.45
Cl 1.4412 -10.4297 -4.7709  -0.17
H -0.1853 -9.1630 -1.6104  0.30
H -0.6494 -9.0537 -3.3205  0.30
H 1.9084 -10.4803 -2.3391  0.31
H 2.1536 -9.0292 -2.9438  0.34

Forces on atoms 1 to 6 (eV/Å):
0.48 0.46 1.13
-0.35 -1.08 -1.25
-1.03 -1.17 -0.09
0.39 0.22 -0.59
-1.61 1.11 1.70
0.10 1.76 -1.62